1.
Molecular formula: C10H27InNOP
Method: DFT, wB97M-V/def2-TZVPD

The geometry in XYZ format:
```
41
Properties=species:S:1:pos:R:3
In 3.170 0.596 -5.654
P 3.510 0.956 -3.129
O 3.563 -0.611 -2.425
N -1.335 -0.386 1.113
C -0.965 0.421 3.486
C -0.720 -0.372 -0.278
C -1.753 -1.773 1.452
C -0.346 0.138 2.128
C 1.691 -1.290 0.136
C 1.796 1.392 -2.568
C -2.540 0.525 1.053
C -3.169 0.809 2.403
C -2.142 1.381 3.373
C 0.360 -1.386 -0.603
H -0.869 -2.397 1.534
H 0.445 -0.601 2.199
H -2.291 -1.778 2.395
H 2.126 1.952 -6.075
H 0.994 0.916 -3.144
H -0.034 -2.405 -0.576
H -1.789 2.348 3.002
H 2.451 -1.708 -0.522
H -2.187 1.449 0.594
H -2.397 -2.145 0.658
H -1.561 -0.518 -0.958
H 0.074 1.047 1.696
H 1.686 1.120 -1.511
H -2.592 1.559 4.349
H 0.558 -1.183 -1.660
H -0.175 0.837 4.112
H 4.395 -0.636 -1.945
H 1.685 2.476 -2.655
H 1.967 -0.247 0.301
H 4.761 0.690 -6.375
H -3.622 -0.094 2.818
H -3.243 0.050 0.369
H -1.277 -0.510 3.966
H 2.366 -0.943 -5.953
H 1.738 -1.834 1.082
H -0.344 0.643 -0.421
H -3.987 1.510 2.233
```

Properties
Charge: 0
LUMO level (Ha): -0.023
ΔE to the lowest compared entry with this formula, charge and spin (kJ/mol): 0.0
Orbital gap (Eh): 0.177

***

2.
Molecular formula: C10H27KNO6
Method: DFT, wB97M-V/def2-TZVPD

The geometry in XYZ format:
```
45
Properties=species:S:1:pos:R:3
K 19.822 -10.580 -0.844
O 18.332 -10.818 -2.935
O 18.722 -13.490 2.744
O 21.108 -12.566 -2.419
O 22.052 -10.728 -5.249
O 20.633 -8.177 -2.353
O 19.997 -6.287 0.663
N 17.486 -12.179 -0.434
C 19.794 -7.077 -0.451
C 21.239 -11.061 -4.122
C 17.951 -12.561 1.937
C 19.065 -13.237 4.064
C 17.265 -11.709 -2.853
C 17.932 -9.729 -3.758
C 22.043 -12.176 -3.412
C 17.441 -12.830 -1.816
C 17.625 -13.254 0.618
C 20.985 -7.218 -1.359
H 18.375 -14.064 0.318
H 16.404 -11.187 -2.522
H 18.743 -11.827 1.831
H 21.444 -13.292 -1.946
H 16.613 -13.718 0.682
H 21.773 -7.654 -0.742
H 19.464 -8.097 -0.194
H 16.789 -13.702 -1.835
H 17.839 -9.986 -4.780
H 21.203 -10.177 -3.525
H 22.967 -11.797 -3.098
H 22.244 -13.007 -4.022
H 19.919 -12.598 3.993
H 21.436 -6.303 -1.815
H 16.676 -11.664 -0.264
H 17.054 -9.257 -3.474
H 18.233 -12.836 4.754
H 17.165 -12.132 -3.874
H 21.268 -7.895 -3.028
H 19.479 -14.240 4.509
H 20.248 -11.497 -4.515
H 18.890 -6.835 -0.925
H 19.835 -5.373 0.493
H 18.746 -8.980 -3.630
H 21.489 -10.383 -5.898
H 18.418 -13.313 -1.930
H 17.095 -12.257 2.585
```

Properties
Charge: +1
LUMO level (Ha): -0.098
ΔE to the lowest compared entry with this formula, charge and spin (kJ/mol): 158.3
Orbital gap (Eh): 0.348

***

3.
Molecular formula: C10H28CuO8
Method: DFT, wB97M-V/def2-TZVPD

The geometry in XYZ format:
```
47
Properties=species:S:1:pos:R:3
Cu -0.628 -0.188 -0.288
O 0.236 4.893 2.895
O 1.328 -1.072 -1.224
O 0.504 1.501 -0.819
O -0.045 -0.432 1.700
O -2.694 -0.218 0.508
O -1.462 -0.011 -2.192
O -0.342 2.265 1.931
O -1.241 -2.548 -0.458
C 0.961 -2.565 2.171
C -1.260 -1.010 -3.128
C 0.997 -1.054 2.362
C -2.436 -2.600 0.336
C 0.963 2.762 2.115
C 2.318 -0.058 -0.994
C 1.793 1.293 -1.420
C -3.341 -1.416 0.097
C -0.218 -0.630 -4.188
C 1.009 4.241 1.887
H -0.379 0.369 -4.599
H -2.187 -1.334 -3.626
H -2.121 -2.745 1.376
H 1.647 2.172 1.480
H -0.225 -1.391 -4.972
H 0.972 -0.777 3.425
H 2.011 -0.768 2.009
H -1.005 -3.462 -0.632
H -4.227 -1.601 0.711
H -0.811 -1.888 -2.636
H -3.634 -1.448 -0.955
H 0.614 4.506 0.900
H 0.233 2.383 -1.086
H -3.386 0.365 0.828
H 1.725 1.417 -2.507
H 0.838 -2.786 1.108
H 0.766 -0.597 -3.713
H 1.383 2.490 3.095
H 3.272 -0.288 -1.465
H 0.712 5.647 3.246
H -3.013 -3.522 0.188
H 0.129 -3.070 2.670
H 1.887 -3.010 2.553
H 2.437 -0.060 0.094
H -0.259 1.290 2.090
H 2.419 2.142 -1.125
H 1.728 -1.805 -1.696
H 2.034 4.619 1.947
```

Properties
Expectation value of S²: 0.753
Spin multiplicity: 2
Charge: 0
LUMO level (alpha / beta) (Ha): 0.013 / -0.013
ΔE to the lowest compared entry with this formula, charge and spin (kJ/mol): 0.0
Orbital gap (alpha / beta) (Eh): 0.309 / 0.276

***

4.
Molecular formula: C10H29Al2Br3ClF5IKN3NbO14P3S2
Method: DFT, wB97M-V/def2-TZVPD

The geometry in XYZ format:
```
75
Properties=species:S:1:pos:R:3
I 4.776 -3.508 3.390
Nb 0.339 -2.213 0.831
Br 1.695 3.735 -5.047
Br 1.558 5.480 -2.342
Br 3.588 2.985 -2.548
K 1.735 -7.016 -1.592
Cl -4.511 -4.648 -1.902
S -2.704 -1.949 -0.891
S 3.574 -3.975 -0.155
P 0.147 -4.737 1.282
P 0.141 0.282 0.289
P 2.419 -2.497 -0.658
Al -3.092 0.667 0.510
Al 5.061 6.289 -5.570
F 6.523 6.994 -6.351
F -1.436 -1.979 2.038
F 5.542 4.879 -4.559
F 4.278 7.534 -4.530
F 3.902 5.752 -6.839
O 0.301 -5.705 -0.192
O -3.772 1.872 -3.551
O -3.177 1.565 6.434
O 3.525 5.460 0.936
O -3.568 -2.621 -2.028
O 0.786 1.308 1.529
O 0.714 0.676 -1.305
O -2.885 0.178 -4.537
O 1.291 -5.342 2.444
O 4.333 6.356 -0.845
O 2.959 7.462 0.386
O -3.314 -0.203 -7.682
O -2.817 -0.417 -1.078
O -1.671 1.470 -3.318
N -2.776 1.174 -3.802
N -1.381 -5.036 1.826
N 3.605 6.426 0.159
C -0.917 -2.596 -1.080
C -2.263 0.617 5.868
C 2.897 -0.980 2.594
C 1.546 -1.876 2.730
C -3.030 -0.673 5.676
C 1.877 3.722 -3.110
C -4.429 -0.172 5.424
C -4.505 1.031 6.338
C 4.108 -1.445 3.650
C -2.970 1.090 -8.144
H -2.868 1.063 -9.231
H -3.398 -0.148 -6.714
H -1.041 -3.755 -1.292
H 0.827 -1.303 3.488
H -3.008 -1.262 6.600
H 1.771 -2.915 3.256
H 0.183 0.123 -1.981
H 3.752 -1.191 4.759
H 5.017 -0.703 3.449
H 2.615 0.122 2.956
H 1.984 -2.686 -2.042
H -1.916 1.018 4.909
H 1.099 3.057 -2.721
H -1.399 0.497 6.528
H 2.205 -5.059 2.147
H -2.021 1.397 -7.698
H -5.186 1.801 5.963
H -2.632 -1.290 4.867
H -4.527 0.146 4.379
H 3.098 -1.195 -0.657
H -3.302 -2.357 0.326
H 1.719 1.638 1.272
H -1.345 -5.469 2.774
H -3.759 1.796 -7.872
H -0.390 -2.139 -2.044
H -4.823 0.744 7.347
H 3.339 -0.860 1.521
H 1.209 -5.573 -0.598
H -5.205 -0.914 5.629
```

Properties
Charge: -1
LUMO level (Ha): -0.175
Orbital gap (Eh): 0.043

***

- Look up the charge of the third one.
  0